A cluster of 8 separate species, C17H21B2Br8NO19 in total at a distorted geometry. Source: the Open Molecules 2025 dataset; level of theory: ωB97M-V/def2-TZVPD.

Output
total energy	-22786.958346	Ha
LUMO energy (spin up / spin down)	1.19 / -2.14	eV
frontier orbital gap (spin up / spin down)	8.58 / 5.25	eV
2S+1	2
total charge	-1
⟨S²⟩	0.76

Atoms and positions in Å:
N 0.76 -0.05 0.24
H 0.37 -0.24 -0.67
H 0.39 0.81 0.62
H 1.76 0.13 0.30
H 0.54 -0.78 0.89
O -0.38 -5.70 0.39
C -1.03 -5.07 -0.48
O -1.89 -5.62 -1.34
B -2.30 -4.65 -2.42
O -1.66 -3.40 -1.95
C -0.93 -3.56 -0.79
O -0.27 -2.71 -0.14
O -2.00 -5.17 -3.77
C -3.11 -5.00 -4.51
O -3.23 -5.19 -5.71
C -4.22 -4.43 -3.61
O -3.72 -4.40 -2.43
O -5.39 -4.10 -3.94
O 0.43 0.35 3.21
C -0.78 0.65 3.14
O -1.59 0.49 2.09
B -2.85 1.19 2.28
O -2.90 1.52 3.72
C -1.70 1.23 4.30
O -1.31 1.48 5.43
O -4.00 0.40 1.91
C -4.49 0.92 0.80
O -5.40 0.51 -0.01
C -3.60 2.11 0.41
O -2.89 2.32 1.43
O -3.79 2.97 -0.43
O -0.12 1.67 -1.45
C -1.23 1.36 -1.96
O -1.75 0.30 -1.73
O -1.78 2.17 -2.63
H -0.04 2.61 -1.66
Br 2.72 -1.71 2.67
C 4.44 -2.52 3.17
C 4.08 -3.96 3.68
Br 3.15 -4.95 2.17
H 4.78 -1.84 3.94
H 5.15 -2.44 2.34
H 3.53 -3.97 4.62
H 4.99 -4.54 3.86
Br 4.98 5.97 0.36
C 5.12 4.24 -0.56
C 3.56 3.91 -0.68
Br 3.58 2.00 -1.07
H 5.69 3.52 0.02
H 5.56 4.41 -1.54
H 3.12 4.52 -1.47
H 3.05 4.15 0.26
Br -0.79 7.04 4.02
C 0.04 5.22 3.57
C -0.54 4.72 2.24
Br 0.51 3.19 1.45
H -0.25 4.62 4.43
H 1.12 5.32 3.43
H -0.59 5.48 1.45
H -1.55 4.34 2.29
Br 2.35 -1.50 -3.80
C 0.47 -1.80 -3.71
C -0.30 -1.10 -4.85
Br -2.23 -1.41 -4.68
H 0.22 -1.45 -2.70
H 0.36 -2.89 -3.78
H -0.12 -1.66 -5.76
H -0.09 -0.03 -4.91